(1)
ORCA calculation (ωB97M-V/def2-TZVPD) on a 16-piece molecular cluster, C23H78O16 overall at a distorted geometry.

Cartesian coordinates (Å):
C 36.93 -2.48 19.53
O 37.05 -3.17 18.30
H 37.91 -2.31 19.99
H 36.49 -1.49 19.48
H 36.35 -3.11 20.22
H 37.60 -3.95 18.41
C 30.49 -1.78 22.24
C 29.61 -1.98 21.02
O 28.24 -1.75 21.37
H 30.33 -0.84 22.78
H 31.54 -1.87 21.96
H 30.29 -2.55 23.00
H 29.70 -3.00 20.66
H 29.87 -1.30 20.20
H 28.18 -0.82 21.62
C 33.45 -4.34 25.69
C 32.19 -5.09 25.32
O 31.92 -6.13 26.27
H 33.35 -3.76 26.60
H 33.68 -3.64 24.88
H 34.28 -5.04 25.69
H 32.21 -5.51 24.31
H 31.30 -4.46 25.42
H 32.44 -6.91 26.05
C 34.30 -2.01 22.34
C 35.64 -1.81 23.02
O 36.29 -0.61 22.64
H 34.41 -1.89 21.26
H 33.62 -1.17 22.51
H 33.75 -2.91 22.61
H 36.27 -2.68 22.84
H 35.47 -1.85 24.10
H 37.13 -0.65 23.12
C 36.66 -0.63 26.58
C 36.75 -2.10 26.90
O 37.99 -2.58 26.37
H 37.36 -0.04 27.17
H 35.66 -0.22 26.71
H 36.86 -0.37 25.53
H 35.91 -2.66 26.48
H 36.71 -2.18 27.99
H 38.04 -3.53 26.52
C 38.15 2.28 23.79
C 39.17 3.40 23.74
O 38.59 4.46 22.99
H 37.79 1.96 22.81
H 37.28 2.54 24.39
H 38.60 1.40 24.28
H 40.15 3.05 23.39
H 39.36 3.73 24.77
H 39.19 5.22 23.07
C 33.05 -4.12 17.20
C 32.58 -3.22 18.34
O 31.16 -3.36 18.48
H 34.00 -3.78 16.80
H 32.35 -4.08 16.36
H 33.12 -5.17 17.48
H 32.82 -2.18 18.13
H 33.09 -3.47 19.27
H 31.03 -4.30 18.62
C 32.71 -0.69 25.74
C 31.18 -0.82 25.88
O 30.77 -0.16 27.08
H 33.00 -0.88 24.71
H 33.15 -1.39 26.45
H 33.00 0.33 26.02
H 30.95 -1.88 26.05
H 30.67 -0.38 25.02
H 29.82 -0.29 27.18
C 37.92 2.56 19.18
C 38.52 1.39 19.94
O 38.99 0.35 19.09
H 37.04 2.23 18.63
H 38.65 2.99 18.49
H 37.59 3.28 19.93
H 37.71 0.99 20.58
H 39.25 1.71 20.69
H 39.82 0.04 19.48
C 31.45 1.48 19.68
C 32.51 0.41 19.90
O 33.74 0.79 19.29
H 31.77 2.46 20.04
H 30.48 1.27 20.12
H 31.26 1.66 18.61
H 32.23 -0.54 19.43
H 32.60 0.21 20.96
H 33.74 0.45 18.39
C 33.83 -6.09 21.43
C 34.21 -7.15 22.48
O 35.63 -7.40 22.45
H 34.44 -5.19 21.57
H 32.78 -5.82 21.48
H 34.10 -6.45 20.44
H 33.73 -8.11 22.28
H 34.01 -6.80 23.50
H 35.81 -7.95 21.69
C 42.45 -0.91 23.85
C 41.70 0.23 23.17
O 40.74 -0.29 22.27
H 41.80 -1.43 24.56
H 43.35 -0.57 24.36
H 42.73 -1.65 23.11
H 42.43 0.85 22.64
H 41.20 0.89 23.89
H 40.02 -0.74 22.76
O 34.91 1.80 21.64
H 35.32 1.02 22.04
H 34.58 1.49 20.79
O 39.14 -4.39 22.59
H 38.19 -4.46 22.83
H 39.27 -5.09 21.94
O 38.72 -1.74 23.57
H 38.64 -2.05 24.48
H 38.91 -2.55 23.04
O 36.55 -5.06 23.59
H 36.11 -5.78 23.09
H 36.70 -5.42 24.47

Results
- Relative energy (zero: lowest compared OMol25 entry of this formula, charge and spin): 0.00 kJ/mol
- Frontier orbital gap: 8.938 eV
- E_LUMO: -0.24 eV

***

(2)
ORCA calculation (ωB97M-V/def2-TZVPD) on C25H14Br2Cl2FN2O2Ru as an isolated structure at a distorted geometry.

Cartesian coordinates (Å):
Ru -0.01 0.15 0.24
Br 0.46 -1.11 5.09
C 1.80 -0.74 3.82
C 3.15 -0.84 4.19
C 4.15 -0.60 3.29
Br 5.95 -0.77 3.84
C 3.84 -0.23 1.96
C 4.78 0.02 0.92
C 4.34 0.34 -0.33
C 2.95 0.42 -0.58
N 2.06 0.20 0.36
C 2.48 -0.12 1.62
C 1.43 -0.38 2.54
O 0.18 -0.28 2.13
H 3.40 -1.12 5.20
H 5.84 -0.06 1.13
H 5.03 0.52 -1.14
H 2.57 0.67 -1.56
Cl -0.70 4.88 -1.27
C -1.88 3.72 -0.80
C -3.24 4.09 -0.78
C -4.20 3.20 -0.42
Cl -5.87 3.69 -0.41
C -3.86 1.87 -0.04
C -4.78 0.88 0.36
C -4.32 -0.36 0.71
C -2.94 -0.63 0.67
N -2.06 0.28 0.29
C -2.50 1.53 -0.06
C -1.47 2.45 -0.44
O -0.21 2.05 -0.42
H -3.51 5.09 -1.07
H -5.83 1.10 0.39
H -5.00 -1.14 1.03
H -2.54 -1.59 0.95
F 5.11 -3.95 -1.56
C 3.88 -3.49 -1.26
C 3.07 -3.01 -2.27
C 1.82 -2.52 -1.93
C 1.36 -2.50 -0.61
C 0.08 -1.90 -0.25
C 2.21 -3.02 0.37
C 3.47 -3.51 0.06
H 3.43 -3.02 -3.29
H 1.18 -2.14 -2.72
H -0.34 -2.40 0.63
H -0.65 -2.00 -1.06
H 1.87 -3.04 1.40
H 4.13 -3.91 0.82

Results
- Spin multiplicity: 2
- Frontier orbital gap (alpha / beta): 7.012 / 7.195 eV
- <S²>: 0.76
- E_LUMO (alpha / beta): -0.85 / -0.86 eV

***

(3)
ORCA calculation (ωB97M-V/def2-TZVPD) on a 5-piece molecular cluster, C42H59F4N3O3PS3 overall.

Cartesian coordinates (Å):
C 1.15 -0.52 3.59
C 0.51 0.81 3.14
C 0.25 0.90 1.62
C 0.94 2.11 0.96
N 1.48 1.77 -0.38
C 0.43 1.29 -1.30
C -0.79 2.19 -1.32
C -1.77 1.74 -2.41
C -3.22 1.96 -1.94
C -3.75 0.71 -1.22
S -4.29 -0.49 -2.61
O -2.76 0.16 -0.45
P -3.21 -0.51 1.12
N -3.76 -2.03 0.27
O -4.80 0.20 0.87
C -4.99 0.93 -0.30
C -5.38 2.37 0.09
C -4.44 3.06 1.06
O -3.25 3.13 0.89
N -5.01 3.78 2.17
C -5.19 5.19 1.85
C -6.19 3.18 2.78
C 2.69 1.17 -0.47
S 3.08 -0.03 -1.52
S 3.89 1.89 0.60
C 5.28 0.75 0.60
C 5.01 -0.67 1.13
C 5.59 -1.77 0.24
H 1.27 -1.21 2.76
H 0.54 -1.02 4.34
H 2.14 -0.36 4.03
H 1.13 1.64 3.46
H -0.44 0.93 3.66
H 0.57 -0.02 1.14
H -0.83 0.97 1.45
H 1.75 2.46 1.59
H 0.25 2.94 0.85
H 0.13 0.27 -1.02
H 0.86 1.23 -2.30
H -0.47 3.23 -1.45
H -1.32 2.12 -0.38
H -1.59 2.23 -3.37
H -1.62 0.67 -2.55
H -3.23 2.79 -1.23
H -3.86 2.22 -2.78
H -3.49 -1.48 -2.23
H -3.65 -1.00 2.40
H -1.88 -1.04 1.28
H -2.77 0.71 1.74
H -4.31 -2.54 0.95
H -2.91 -2.58 0.15
H -5.86 0.53 -0.83
H -6.38 2.29 0.51
H -5.46 3.02 -0.79
H -5.96 5.36 1.07
H -4.25 5.61 1.51
H -5.50 5.72 2.75
H -6.42 3.75 3.69
H -7.09 3.19 2.15
H -5.97 2.16 3.07
H 5.76 0.74 -0.37
H 5.95 1.27 1.29
H 3.93 -0.82 1.22
H 5.44 -0.75 2.12
H 5.11 -2.73 0.45
H 6.66 -1.88 0.41
H 5.43 -1.53 -0.81
F 0.55 -4.05 -0.26
C 1.53 -4.97 -0.33
C 1.20 -6.31 -0.20
C 2.21 -7.25 -0.28
C 3.53 -6.86 -0.48
C 3.83 -5.51 -0.61
C 2.83 -4.55 -0.54
H 0.17 -6.59 -0.04
H 1.97 -8.30 -0.18
H 4.31 -7.60 -0.54
H 4.86 -5.19 -0.77
H 3.04 -3.50 -0.65
F 6.09 -3.03 -7.09
C 5.80 -1.86 -6.48
C 6.38 -0.70 -6.97
C 6.08 0.50 -6.34
C 5.22 0.52 -5.25
C 4.65 -0.65 -4.79
C 4.94 -1.86 -5.41
H 7.05 -0.75 -7.82
H 6.52 1.42 -6.71
H 4.98 1.46 -4.76
H 3.98 -0.63 -3.94
H 4.51 -2.79 -5.07
F -6.47 -3.95 1.84
C -6.49 -4.73 0.74
C -6.83 -6.06 0.89
C -6.85 -6.87 -0.24
C -6.53 -6.34 -1.48
C -6.19 -5.00 -1.59
C -6.17 -4.17 -0.48
H -7.07 -6.44 1.87
H -7.12 -7.91 -0.14
H -6.55 -6.97 -2.36
H -5.94 -4.58 -2.56
H -5.88 -3.13 -0.55
F 3.60 6.79 5.85
C 4.00 6.43 4.61
C 3.85 5.11 4.22
C 4.27 4.75 2.95
C 4.81 5.69 2.09
C 4.95 7.01 2.51
C 4.54 7.39 3.78
H 3.42 4.39 4.90
H 4.16 3.72 2.62
H 5.13 5.40 1.10
H 5.37 7.75 1.84
H 4.62 8.41 4.13

Results
- Frontier orbital gap: 6.633 eV
- Total charge: -1
- E_LUMO: 2.08 eV

***

(4)
ORCA calculation (ωB97M-V/def2-TZVPD) on C12H12Br6N2 as an isolated structure at a distorted geometry.

Cartesian coordinates (Å):
C 0.21 -1.25 -1.74
Br 0.71 0.56 -2.29
Br 1.84 -2.45 -1.75
Br -1.06 -1.92 -3.07
H -0.25 -1.15 -0.76
C 0.16 -4.60 -0.19
Br -0.77 -5.05 1.49
Br 2.11 -4.27 0.02
Br -0.73 -3.02 -1.10
H 0.12 -5.42 -0.91
N -0.50 -0.78 0.66
C 0.27 -1.83 1.04
C 1.48 -1.69 1.75
C 1.88 -0.41 2.10
C 1.07 0.70 1.79
C -0.11 0.47 1.00
H -0.03 -2.79 0.64
H 2.17 -2.50 1.98
H 2.71 -0.16 2.75
H 1.34 1.68 2.13
H -0.81 1.22 0.65
N 0.14 2.87 -1.53
C -0.21 4.16 -1.20
C -1.18 4.41 -0.32
C -1.96 3.34 0.24
C -1.76 2.00 -0.27
C -0.65 1.88 -1.11
H 0.49 4.94 -1.46
H -1.26 5.38 0.15
H -2.64 3.60 1.03
H -2.32 1.11 -0.03
H -0.47 0.98 -1.69

Results
- Relative energy (zero: lowest compared OMol25 entry of this formula, charge and spin): 1610.03 kJ/mol
- Frontier orbital gap: 6.960 eV
- E_LUMO: -0.17 eV

***

(5)
ORCA calculation (ωB97M-V/def2-TZVPD) on C15H11AsF6NO7S4SnTe as an isolated structure.

Cartesian coordinates (Å):
Sn 0.53 -1.47 -1.82
O 2.60 -1.44 -0.46
S 3.43 -0.42 -1.13
O 4.82 -0.76 -1.23
O 2.79 0.01 -2.37
C 3.40 1.07 -0.10
C 4.62 1.44 0.44
C 4.80 2.65 1.09
C 3.74 3.53 1.18
C 2.50 3.17 0.67
C 2.31 1.95 0.04
S 0.60 1.60 -0.42
O 0.43 1.85 -1.83
O -0.17 2.48 0.46
O 0.41 0.18 -0.04
H 5.45 0.75 0.31
H 5.77 2.91 1.50
H 3.87 4.50 1.66
H 1.65 3.83 0.78
O -1.81 -1.40 -1.23
N -2.34 -2.15 -0.29
C -3.65 -1.95 -0.02
C -4.31 -2.65 0.95
C -3.59 -3.61 1.67
C -2.27 -3.81 1.38
C -1.60 -3.08 0.38
S 0.04 -3.34 0.00
H -4.10 -1.19 -0.64
H -5.35 -2.45 1.14
H -4.07 -4.19 2.45
H -1.68 -4.54 1.92
F 0.46 -3.21 -4.33
As 1.87 -4.24 -4.33
F 2.63 -3.18 -5.47
F 1.20 -5.18 -5.63
F 3.28 -5.25 -4.30
F 1.09 -5.28 -3.17
F 2.52 -3.29 -3.00
Te -2.64 1.21 1.12
C -3.21 2.89 2.20
C -3.61 4.11 1.71
C -3.88 5.06 2.73
C -3.67 4.55 3.98
S -3.15 2.93 3.91
H -3.70 4.30 0.65
H -4.20 6.07 2.55
H -3.80 5.05 4.93

Results
- Relative energy (zero: lowest compared OMol25 entry of this formula, charge and spin): 0.00 kJ/mol
- Spin multiplicity: 2
- Frontier orbital gap (alpha / beta): 6.880 / 6.410 eV
- Total charge: -2
- <S²>: 0.76
- E_LUMO (alpha / beta): 3.58 / 3.09 eV

***

(6)
ORCA calculation (ωB97M-V/def2-TZVPD) on CHCl3 as an isolated structure at a distorted geometry.

Cartesian coordinates (Å):
C 0.02 0.00 0.17
Cl 1.28 -0.67 -0.78
Cl -1.36 -0.97 -0.29
Cl -0.24 1.71 -0.32
H 0.30 -0.08 1.22

Results
- Relative energy (zero: lowest compared OMol25 entry of this formula, charge and spin): 20.84 kJ/mol
- Frontier orbital gap: 11.721 eV
- E_LUMO: 0.77 eV

***

(7)
ORCA calculation (ωB97M-V/def2-TZVPD) on one molecule with the formula C15H11BrN2O5 at a distorted geometry.

Cartesian coordinates (Å):
C 2.81 -4.61 -4.33
C 2.07 -3.28 -3.82
O 1.87 -2.41 -4.48
N 1.81 -3.35 -2.55
C 1.09 -2.38 -1.89
C 1.15 -2.58 -0.53
C 0.69 -1.57 0.23
C 0.13 -0.52 -0.10
O -0.57 0.61 0.49
C -0.07 0.82 1.97
O 0.53 0.11 2.58
C -0.79 2.01 2.33
C -0.77 2.28 3.72
C -1.28 3.47 4.26
C -2.36 4.14 3.63
Br -3.00 5.67 4.22
C -2.46 3.79 2.07
N -3.56 4.21 1.43
O -4.41 5.06 1.82
O -3.32 4.39 -0.07
C -1.85 2.80 1.50
C 0.33 -0.28 -1.48
C 0.87 -1.10 -2.32
H 2.86 -4.75 -5.43
H 3.72 -4.85 -3.77
H 2.02 -5.51 -4.25
H 2.11 -4.28 -1.94
H 1.44 -3.48 -0.02
H 0.56 -1.83 1.37
H 0.20 1.79 4.33
H -1.15 3.74 5.36
H -1.94 2.35 0.75
H 0.07 0.60 -1.85
H 1.17 -1.05 -3.24

Results
- Relative energy (zero: lowest compared OMol25 entry of this formula, charge and spin): 1110.55 kJ/mol
- Frontier orbital gap: 6.127 eV
- E_LUMO: -2.27 eV
- SMILES string: CC(=O)Nc1ccc(OC(=O)c2ccc(Br)c([N+](=O)[O-])c2)cc1